# C7H6S

C7H6S in the gas phase (ωB97M-V with the def2-TZVPD basis set, the OMol25 dataset).

Its SMILES is C#CC(C)(C#C)C=S. The energy comes out at -18183.998 eV. The value obtained for the molar mass is 122.19 g/mol. The calculation puts the frontier orbital gap at 8.51 eV. The largest force on an atom is 7.90 eV Å⁻¹. For the HOMO energy, the calculation gives -0.33362 hartree.

Positions of all 14 atoms, in Å:
H (-1.85278, 3.37749, -0.37434)
C (-0.83166, -0.80504, -0.64067)
C (0.26945, -0.38566, 1.39234)
H (-0.89059, -0.76891, 1.71932)
S (2.99823, 0.05646, -0.25798)
H (-1.77204, -3.03783, -1.05283)
C (-1.45968, -1.97140, -0.63811)
C (-0.39057, 1.47112, -0.24211)
H (0.79366, 0.40009, 1.99899)
H (1.00243, -1.28563, 1.48998)
C (0.24564, 0.16880, -0.07729)
H (1.49303, 0.17099, -2.11780)
C (1.53192, 0.13022, -0.89874)
C (-1.13703, 2.47931, -0.30076)

# C7H7Br2N2O2

A gas-phase ion, C7H7Br2N2O2 (charge +1) (ωB97M-V with the def2-TZVPD basis set, the OMol25 dataset).

Its SMILES is CN1C(Br)=C[C@]2(C)C(=O)O[N+]2=C1Br. The energy comes out at -154520.788 eV. As for the total charge: +1. The value obtained for the molar mass is 310.95 g/mol. The calculation puts the frontier orbital gap at 8.30 eV. The largest force on an atom is 5.23 eV Å⁻¹. For the HOMO energy, the calculation gives -0.49108 hartree.

Positions of all 20 atoms, in Å:
H (-0.93774, -3.10399, 0.57007)
H (-0.79118, 3.46335, -0.33139)
C (-1.35588, -2.37384, -1.96921)
C (0.67903, 0.74270, -1.18038)
C (-0.26918, -2.25284, 0.40708)
O (-1.50784, -3.27294, -2.65043)
Br (-3.22917, 1.77147, -0.45240)
H (-0.32835, -1.54051, 1.35980)
H (-0.26897, 2.77628, 1.15779)
C (-0.18848, 2.72576, 0.06333)
Br (2.35451, 1.56682, -1.56890)
H (0.75519, -2.65214, 0.44305)
N (-1.63384, -0.51189, -0.86188)
C (-1.59375, 0.84872, -0.48520)
O (-2.42393, -1.19575, -1.80029)
C (0.63656, -0.62405, -1.47543)
N (-0.36425, 1.40359, -0.49035)
H (1.45994, -0.94744, -2.11222)
C (-0.56119, -1.47568, -0.92525)
H (0.94842, 3.10646, 0.02356)

# C7H7Br2NO5

A molecular structure, C7H7Br2NO5 (ωB97M-V with the def2-TZVPD basis set, the OMol25 dataset).

The energy comes out at -159182.198 eV. The value obtained for the molar mass is 344.94 g/mol. The calculation puts the frontier orbital gap at 10.23 eV. The largest force on an atom is 4.37 eV Å⁻¹. For the HOMO energy, the calculation gives -0.37398 hartree.

Positions of all 22 atoms, in Å:
Br (-3.67726, -1.61840, 0.55203)
C (2.19293, -0.19601, -1.24391)
O (-1.18380, 0.29038, 2.46695)
H (2.71427, -1.05842, -1.59846)
O (0.28715, -1.10211, -2.22873)
H (-2.82694, 1.70744, 0.32053)
C (-1.86311, 0.64821, 1.57571)
H (-1.89672, -1.90639, -0.95093)
H (-1.28795, -2.00952, 0.57802)
C (0.73186, -0.42637, -1.32353)
Br (-2.50721, 0.97186, -1.63887)
C (1.78290, 1.21951, 0.81895)
N (-0.05835, 0.14877, -0.42735)
C (2.60166, 0.03547, 0.33133)
H (2.22286, -0.84330, 0.88456)
H (3.62868, 0.05444, 0.57497)
O (-2.75088, 1.51999, 1.36997)
C (-1.87396, -1.42461, -0.04636)
H (2.54168, 0.69469, -1.79111)
C (-1.44423, 0.00996, -0.20185)
O (2.22814, 2.10814, 1.49992)
O (0.43828, 1.17628, 0.47817)

# C7H7BrFNO2

C7H7BrFNO2 in the gas phase (ωB97M-V with the def2-TZVPD basis set, the OMol25 dataset).

Its SMILES is O=[N+]([O-])C1=CC=C[C@@H](CBr)[C@H]1F. The energy comes out at -85712.701 eV. The value obtained for the molar mass is 236.04 g/mol. The calculation puts the frontier orbital gap at 9.08 eV. The largest force on an atom is 3.85 eV Å⁻¹. For the HOMO energy, the calculation gives -0.35621 hartree.

Positions of all 19 atoms, in Å:
O (2.37759, -0.66239, 4.07882)
O (2.83830, -1.78003, 2.31517)
C (0.94855, 0.49553, -1.45984)
C (0.01273, 0.08364, 2.63619)
Br (0.61067, 2.33640, -2.01692)
C (1.20891, -0.23369, 2.16167)
C (-0.91409, 0.87804, 1.83067)
H (-1.31043, 1.60496, -0.16211)
H (0.40991, -0.94358, -0.03772)
N (2.24973, -0.94525, 2.93047)
H (0.56553, -0.15544, -2.24997)
C (0.43132, 0.11744, -0.06307)
H (2.40359, -0.37637, 0.57813)
H (-0.22467, -0.28122, 3.68023)
C (1.65890, 0.25619, 0.85652)
H (2.05312, 0.46808, -1.27318)
F (2.21203, 1.51106, 0.92802)
C (-0.68863, 1.03900, 0.53246)
H (-1.60577, 1.37474, 2.52233)

# C7H7BrO

2 unconnected molecules or ions with the total composition C7H7BrO (ωB97M-V with the def2-TZVPD basis set, the OMol25 dataset).

The energy comes out at -79454.142 eV. The value obtained for the molar mass is 187.04 g/mol. The calculation puts the frontier orbital gap at 7.44 eV. The largest force on an atom is 3.46 eV Å⁻¹. For the HOMO energy, the calculation gives -0.29987 hartree.

Positions of all 16 atoms, in Å:
H (-1.30006, 3.17470, -1.00714)
H (2.38728, -2.97220, 0.93665)
C (0.25277, -0.23414, 1.34968)
H (-0.05985, -2.93319, -0.66255)
C (0.77203, -1.57152, 0.92422)
C (-0.07179, -2.00404, -0.17508)
H (-1.86054, 1.72405, -0.61089)
Br (1.88484, 2.03004, -1.04296)
C (-0.95378, -1.04658, -0.31375)
O (-0.76440, -0.00609, 0.53850)
C (0.17771, 2.27506, -0.18482)
C (1.89132, -2.12709, 1.39072)
C (-1.04088, 2.18954, -1.03286)
H (-1.67606, -0.72225, -1.04964)
H (2.65711, -1.81378, 2.14470)
H (-0.95517, 1.94626, -2.02699)

# C7H7BrO2

2 unconnected molecules or ions with the total composition C7H7BrO2 (ωB97M-V with the def2-TZVPD basis set, the OMol25 dataset).

The energy comes out at -81506.785 eV. The value obtained for the molar mass is 203.03 g/mol. The calculation puts the frontier orbital gap (alpha / beta) at 8.41 / 8.41 eV. The largest force on an atom is 4.56 eV Å⁻¹. For the HOMO energy (alpha / beta), the calculation gives -0.34174 / -0.34167 hartree.

Positions of all 17 atoms, in Å:
H (2.84000, 0.88400, 1.05999)
H (1.30775, -2.61030, -0.98355)
C (1.93202, 0.30674, 0.69694)
H (-0.78325, -1.98630, -0.62649)
O (-1.72603, 1.70400, 0.93977)
C (-1.57795, 0.57051, 0.30951)
C (0.66378, 0.69622, 0.96924)
C (-0.05118, -1.30422, -0.20422)
C (-0.32434, -0.11552, 0.39049)
H (-2.07496, 0.87405, -2.25325)
H (-2.23206, 2.19333, 0.27427)
C (2.25431, -0.86647, 0.06071)
Br (-3.11372, -0.62275, 0.17701)
H (0.21993, 1.53767, 1.40545)
H (3.27389, -1.01617, -0.27749)
O (-1.82908, 1.49362, -1.61542)
C (1.22088, -1.73843, -0.32296)

# C7H7CeN5O4

A molecular structure, C7H7CeN5O4 (ωB97M-V with the def2-TZVPD basis set, the OMol25 dataset).

The energy comes out at -35905.095 eV. As for the total charge: +3. The value obtained for the molar mass is 365.28 g/mol. The calculation puts the frontier orbital gap (alpha / beta) at 4.73 / 4.78 eV. The largest force on an atom is 10.20 eV Å⁻¹. For the HOMO energy (alpha / beta), the calculation gives -0.70039 / -0.70056 hartree. Its spin multiplicity is 2.

Positions of all 24 atoms, in Å:
C (0.07771, -0.23251, -4.48634)
H (-0.84574, -0.82110, -4.40518)
H (-0.85148, 1.61140, -4.98972)
N (-1.12938, -3.02890, 3.57709)
O (3.57192, 1.57418, 0.53782)
H (-1.67862, -2.55304, 4.27343)
H (0.99598, 1.61003, -5.01315)
C (2.47878, 1.35881, 0.20465)
N (-0.67667, -1.06388, 2.22720)
Ce (0.04826, 1.06279, -0.35118)
O (0.09878, 2.00627, 3.19157)
N (0.61558, -2.93129, 2.07716)
H (1.00261, -0.82160, -4.42918)
C (0.92994, -2.02281, 1.13869)
C (0.00244, 1.59097, 2.09921)
H (1.69908, -2.20166, 0.45794)
O (-3.43393, 1.51208, 0.66839)
C (0.07381, 3.43838, -0.18635)
N (-0.31120, -2.26481, 2.78863)
N (0.16063, -0.92874, 1.15999)
C (-2.34310, 1.29105, 0.33392)
C (0.07445, 1.05527, -4.79402)
H (-0.65033, -3.84007, 3.96548)
O (0.09048, 4.59916, -0.04606)

# C7H7ClFNO

C7H7ClFNO in the gas phase (ωB97M-V with the def2-TZVPD basis set, the OMol25 dataset).

Its SMILES is NCc1cc(F)cc(Cl)c1O. The energy comes out at -26147.851 eV. The value obtained for the molar mass is 175.59 g/mol. The calculation puts the frontier orbital gap at 9.39 eV. The largest force on an atom is 6.71 eV Å⁻¹. For the HOMO energy, the calculation gives -0.31920 hartree.

Positions of all 18 atoms, in Å:
H (2.27807, -0.96572, -1.22367)
C (-0.13677, 0.44308, 0.12302)
H (-1.72524, 1.34948, -1.85345)
F (-1.74421, -1.19102, 2.90342)
C (-0.83594, -1.04385, 1.86145)
N (-0.65785, 1.36351, -1.92841)
H (0.83387, 2.24379, -0.74618)
C (0.67532, -0.48467, -0.45411)
H (0.42711, -2.62784, 2.19915)
C (0.95744, -1.53694, 0.38063)
H (-1.59293, 0.91105, 1.46871)
C (-0.94910, 0.17682, 1.10388)
O (1.45680, -0.33647, -1.55553)
H (-0.94563, 2.36968, -0.19374)
C (0.25772, -1.77207, 1.60242)
Cl (2.26583, -2.62717, -0.13668)
H (-0.41631, 1.99646, -2.85340)
C (-0.14817, 1.73187, -0.69749)